*1*
The following is a DFT calculation (ωB97M-V/def2-TZVPD) of one molecule with the formula C21H24N2O5.

Last column: Mulliken charge in e.
Atoms and positions in Å:
C 1.56 -3.70 -3.47  -0.882
O 0.91 -2.46 -3.58  -0.465
C -0.14 -2.19 -2.74  0.603
C -0.76 -0.96 -2.91  -0.468
C -1.82 -0.58 -2.11  -0.175
C -2.28 -1.43 -1.12  0.313
O -3.31 -1.16 -0.25  -0.493
C -3.88 0.12 -0.25  -0.710
C -2.91 1.30 -0.09  0.683
O -3.10 2.32 -0.72  -0.691
N -1.87 1.16 0.75  0.248
C -1.59 0.05 1.63  -0.314
C -1.22 0.57 3.02  -1.441
N -0.08 1.46 2.91  0.208
C 1.12 1.04 3.37  0.848
O 1.23 0.05 4.06  -0.671
C 2.35 1.89 3.05  -0.736
O 2.48 2.34 1.72  -0.497
C 2.53 1.43 0.70  0.191
C 2.64 1.98 -0.58  -0.218
C 2.64 1.15 -1.69  -0.626
C 2.53 -0.22 -1.54  -0.387
C 2.44 -0.76 -0.27  -0.461
C 2.44 0.05 0.85  -0.328
C -0.38 2.60 2.09  -0.976
C -0.79 2.14 0.69  -0.320
C -1.66 -2.67 -0.95  -0.876
C -0.60 -3.05 -1.75  -0.375
H 2.02 -3.83 -2.48  0.302
H 0.87 -4.54 -3.65  0.396
H 2.33 -3.70 -4.23  0.244
H -0.39 -0.30 -3.68  0.452
H -2.28 0.38 -2.28  0.432
H -4.44 0.31 -1.17  0.368
H -4.59 0.12 0.59  0.342
H -2.46 -0.60 1.71  0.716
H -0.75 -0.54 1.23  0.012
H -0.94 -0.26 3.68  0.458
H -2.06 1.12 3.46  0.323
H 3.22 1.29 3.34  0.370
H 2.33 2.80 3.66  0.368
H 2.71 3.05 -0.68  0.451
H 2.72 1.59 -2.67  0.403
H 2.52 -0.86 -2.41  0.410
H 2.36 -1.83 -0.14  0.385
H 2.37 -0.40 1.83  0.481
H 0.47 3.27 2.01  0.512
H -1.22 3.14 2.55  0.344
H -1.15 2.98 0.10  0.477
H 0.07 1.69 0.18  -0.097
H -2.03 -3.33 -0.18  0.428
H -0.16 -4.02 -1.59  0.439

Summary:
LUMO energy   0.02548 Eh
Molecular weight   384.432 g mol⁻¹
Orbital gap   8.8 eV
Net charge   0
Highest occupied orbital energy   -0.299 Eh

*2*
The following is a DFT calculation (ωB97M-V/def2-TZVPD) of one molecule with the formula C21H24N2O5.

Last column: Mulliken charge in e.
Atoms and positions in Å:
C 3.86 3.19 2.93  -1.598
C 2.52 3.51 2.26  1.437
C 2.40 5.00 1.95  -1.638
N 2.30 2.69 1.08  -0.022
C 1.27 1.84 1.21  0.089
O 0.87 1.03 0.41  -0.671
N 0.69 2.10 2.46  0.384
C -0.37 1.28 3.01  -0.986
C 0.24 0.18 3.90  -0.573
O 1.17 -0.61 3.21  -0.355
C 0.61 -1.63 2.40  -0.171
C 1.65 -2.02 1.34  -0.729
O 1.26 -3.18 0.63  -0.424
C 0.27 -3.10 -0.30  0.374
C -0.13 -4.33 -0.83  -0.725
C -1.13 -4.38 -1.79  -0.553
C -1.73 -3.22 -2.24  -0.381
C -1.32 -2.00 -1.72  -0.084
O -1.92 -0.81 -2.06  -0.426
C -2.33 -0.59 -3.35  0.532
C -3.40 0.28 -3.52  -0.629
C -3.84 0.60 -4.79  -0.428
C -3.21 0.05 -5.90  -0.516
C -2.14 -0.80 -5.73  -0.627
C -1.69 -1.12 -4.46  -0.155
C -0.32 -1.93 -0.76  -0.154
C 1.37 3.05 3.16  0.209
O 1.11 3.45 4.26  -0.649
H 4.69 3.51 2.31  0.404
H 3.94 2.11 3.10  0.358
H 3.91 3.69 3.89  0.368
H 1.48 5.20 1.40  0.378
H 3.24 5.34 1.35  0.402
H 2.38 5.56 2.88  0.357
H 2.91 2.69 0.28  0.246
H -1.02 1.92 3.61  0.415
H -0.92 0.86 2.17  0.437
H -0.57 -0.44 4.32  0.362
H 0.79 0.65 4.71  0.436
H 0.37 -2.51 3.02  0.371
H -0.31 -1.28 1.91  0.295
H 2.58 -2.28 1.84  0.331
H 1.82 -1.17 0.67  0.320
H 0.35 -5.23 -0.48  0.456
H -1.44 -5.33 -2.19  0.366
H -2.53 -3.26 -2.97  0.536
H -3.88 0.70 -2.64  0.406
H -4.67 1.27 -4.92  0.375
H -3.56 0.30 -6.89  0.378
H -1.64 -1.22 -6.59  0.360
H -0.84 -1.78 -4.33  0.462
H -0.03 -0.96 -0.40  0.649

Summary:
LUMO energy   0.02510 Eh
Molecular weight   384.432 g mol⁻¹
Orbital gap   8.7 eV
Net charge   0
Highest occupied orbital energy   -0.296 Eh

The most stable arrangement is *2*, and the next structure is 25.6 kcal/mol less stable.

*1*
The following is a DFT calculation (ωB97M-V/def2-TZVPD) of a 2-piece molecular cluster, C3H8NO3S overall.

Last column: Mulliken charge in e.
Atoms and positions in Å:
C -0.96 0.72 -0.91  -0.933
C -0.39 2.00 -0.31  -0.298
S -1.07 3.32 -1.37  -0.280
N -0.64 -0.54 -0.23  -0.245
C 0.70 -1.09 -0.46  0.511
O 1.40 -0.89 -1.51  -0.714
O 1.06 -1.71 0.61  -0.774
H -2.05 0.86 -0.91  0.401
H -0.54 0.56 -1.95  0.369
H -0.55 2.37 0.72  0.352
H 0.82 1.78 -0.38  0.259
H -0.32 4.37 -0.86  0.104
H -1.04 -0.56 0.66  0.237
H 1.63 -4.44 2.24  0.284
H 0.71 -3.13 2.02  0.379
O 1.24 -3.62 2.65  -0.652

Summary:
LUMO energy   0.10686 Eh
Molecular weight   138.168 g mol⁻¹
Orbital gap   7.4 eV
Net charge   -1
Highest occupied orbital energy   -0.164 Eh

*2*
The following is a DFT calculation (ωB97M-V/def2-TZVPD) of a 2-piece molecular cluster, C3H8NO3S overall.

Last column: Mulliken charge in e.
Atoms and positions in Å:
C 0.58 1.41 0.23  -0.637
C 1.49 1.15 -1.00  -0.365
S 2.01 2.73 -1.73  -0.297
N -0.27 0.41 0.78  -0.201
C -0.79 -0.76 0.10  0.544
O -0.72 -0.74 -1.14  -0.741
O -1.12 -1.66 0.88  -0.789
H 1.22 2.01 1.05  0.268
H -0.02 2.32 0.03  0.284
H 2.41 0.59 -0.97  0.335
H 0.75 0.61 -1.72  0.240
H 1.06 3.18 -2.47  0.090
H -0.25 0.33 1.79  0.228
H -1.64 -4.22 1.88  0.264
H -2.26 -3.24 0.88  0.460
O -2.44 -4.12 1.41  -0.684

Summary:
LUMO energy   0.11082 Eh
Molecular weight   138.168 g mol⁻¹
Orbital gap   7.8 eV
Net charge   -1
Highest occupied orbital energy   -0.176 Eh

The most stable arrangement is *2*, and the next structure is 4.6 kcal/mol less stable.

*1*
The following is a DFT calculation (ωB97M-V/def2-TZVPD) of H10NaO5 as an isolated structure.

Last column: Mulliken charge in e.
Atoms and positions in Å:
Na 0.26 -0.24 0.18  1.215
O 0.47 1.54 0.40  -0.611
H 0.93 2.12 -0.20  0.303
H 0.89 1.70 1.25  0.262
O -1.04 0.70 -0.72  -0.544
H -0.84 1.04 -1.60  0.284
H -1.94 1.00 -0.56  0.223
O -1.51 -0.88 0.84  -0.669
H -1.43 -1.83 0.75  0.329
H -2.39 -0.68 0.50  0.303
O 0.48 -1.00 -1.75  -0.626
H -0.18 -0.92 -2.44  0.276
H 1.09 -1.67 -2.06  0.277
O 1.47 -0.46 1.57  -0.613
H 1.78 -0.78 2.41  0.280
H 1.95 0.36 1.43  0.313

Summary:
LUMO energy   -0.12579 Eh
Molecular weight   113.065 g mol⁻¹
Orbital gap   11.4 eV
Net charge   +1
Highest occupied orbital energy   -0.546 Eh

*2*
The following is a DFT calculation (ωB97M-V/def2-TZVPD) of H10NaO5 as an isolated structure.

Last column: Mulliken charge in e.
Atoms and positions in Å:
Na -0.14 0.07 -0.33  0.786
O 2.31 0.89 -0.17  -0.557
H 2.26 1.78 -0.53  0.325
H 3.23 0.78 0.08  0.283
O -0.89 1.11 1.73  -0.542
H -1.49 1.02 2.47  0.272
H -0.49 1.97 1.84  0.303
O 0.33 1.34 -2.48  -0.569
H -0.16 1.66 -3.24  0.279
H 1.18 1.06 -2.84  0.336
O 0.60 -2.07 0.76  -0.596
H 0.53 -1.88 1.69  0.332
H 0.33 -2.99 0.69  0.293
O -2.42 -1.25 -0.07  -0.576
H -2.15 -2.16 -0.25  0.322
H -3.03 -1.32 0.66  0.308

Summary:
LUMO energy   -0.11729 Eh
Molecular weight   113.065 g mol⁻¹
Orbital gap   12.1 eV
Net charge   +1
Highest occupied orbital energy   -0.563 Eh

The most stable arrangement is *2*, and the next structure is 95.7 kcal/mol less stable.